The following is a quantum chemistry calculation of a cluster of 7 separate species, C30H34N7O13 in total at a distorted geometry, from the OMol25 dataset.

Calculated values
- HOMO-LUMO gap: 7.233 eV
- ΔE to the lowest compared entry with this formula, charge and spin: 114.3 kJ/mol
- HOMO energy: -6.57 eV
- Total charge: -1
- E: -2523.93497 Ha

Each line ends with the Löwdin charge.
Positions of all 84 atoms, in Å:
N  0.51  0.23  0.54  -0.54
O  -0.48  0.09  1.33  -0.10
O  1.56  0.93  0.90  -0.11
O  0.37  -0.11  -0.66  -0.08
C  -1.29  1.62  -4.56  -0.19
C  -1.23  1.93  -5.93  -0.03
C  -0.10  1.39  -6.88  0.05
C  1.07  0.68  -6.27  -0.17
C  1.02  0.36  -4.78  0.13
C  -0.41  0.73  -3.96  0.01
N  2.12  0.16  -7.06  -0.32
O  2.25  0.53  -8.33  -0.02
O  3.12  -0.36  -6.58  0.06
H  -2.02  1.86  -3.93  0.04
H  -2.09  2.73  -6.36  0.16
H  -0.26  1.62  -7.92  0.08
H  1.96  -0.27  -4.52  0.11
H  -0.70  0.54  -2.88  0.10
C  -0.55  -1.64  6.22  -0.03
C  0.12  -2.95  6.63  -0.03
C  0.78  -3.84  5.57  -0.01
C  0.33  -3.68  4.19  -0.07
C  -0.44  -2.42  3.72  0.04
C  -0.75  -1.41  4.77  -0.03
N  0.66  -4.73  3.08  -0.39
O  0.43  -4.37  1.94  0.04
O  1.14  -5.70  3.48  0.10
H  -0.59  -0.83  6.74  0.01
H  0.34  -3.21  7.70  0.09
H  1.39  -4.81  5.76  0.12
H  -0.61  -2.29  2.71  0.03
H  -1.02  -0.46  4.32  0.08
C  -4.18  3.12  2.08  -0.06
C  -2.86  2.47  1.55  0.03
C  -2.27  3.22  0.31  0.04
C  -3.22  4.02  -0.57  -0.05
C  -4.73  4.41  -0.11  0.05
C  -5.10  3.84  1.24  -0.11
N  -2.85  4.16  -2.06  -0.38
O  -3.64  4.85  -2.74  0.02
O  -1.75  4.01  -2.39  0.08
H  -4.51  2.88  3.07  0.07
H  -2.27  1.77  1.94  0.00
H  -1.27  2.96  -0.30  0.12
H  -5.41  4.93  -0.84  0.09
H  -6.11  3.95  1.70  0.09
C  3.58  -1.81  0.83  -0.09
C  3.35  -3.32  0.90  0.03
C  4.52  -4.17  1.57  0.04
C  5.87  -3.50  1.96  -0.05
C  5.88  -1.97  1.95  0.03
C  4.69  -1.24  1.32  -0.10
N  7.11  -4.35  2.50  -0.35
O  6.89  -5.62  2.75  -0.03
O  8.15  -3.86  2.55  0.11
H  2.73  -1.29  0.40  0.07
H  2.49  -3.86  0.52  0.06
H  4.30  -5.17  1.75  0.04
H  6.73  -1.30  2.27  0.10
H  4.66  -0.17  1.39  0.09
C  1.38  3.99  -3.49  -0.41
O  1.54  4.80  -4.35  0.05
N  1.94  4.11  -2.32  -0.16
C  1.66  3.15  -1.21  -0.04
C  2.57  5.35  -1.92  -0.06
H  0.74  3.28  -3.59  0.05
H  2.53  2.94  -0.61  0.07
H  1.38  2.18  -1.64  0.09
H  1.07  3.45  -0.40  0.05
H  3.34  5.58  -2.64  0.07
H  3.02  5.14  -0.88  0.11
H  1.85  6.25  -2.02  0.12
C  -5.36  -1.69  1.38  -0.36
O  -6.56  -1.77  0.98  -0.06
N  -4.45  -2.42  0.86  -0.18
C  -3.00  -2.40  1.31  -0.05
C  -4.55  -3.63  0.05  -0.03
H  -4.89  -0.68  1.79  0.17
H  -3.01  -3.09  2.24  0.11
H  -2.82  -1.48  1.69  0.00
H  -2.03  -2.77  0.65  0.16
H  -5.54  -3.45  -0.30  0.08
H  -4.33  -4.52  0.62  0.09
H  -3.84  -3.63  -0.70  0.06

---

The following is a quantum chemistry calculation of a structure of composition C30H34N7O5S5W, from the OMol25 dataset.

Calculated values
- HOMO-LUMO gap (alpha / beta): 6.323 / 6.324 eV
- ΔE to the lowest compared entry with this formula, charge and spin: 8.0 kJ/mol
- HOMO energy (alpha / beta): -9.29 / -9.29 eV
- Total charge: +1
- E: -3981.03124 Ha

Each line ends with the Löwdin charge.
Positions of all 82 atoms, in Å:
W  0.39  -0.19  -0.56  1.45
N  -1.91  1.45  2.95  0.11
C  -1.48  1.13  1.71  -0.83
S  0.07  1.63  1.18  0.73
N  -2.27  0.45  0.93  -0.01
N  -1.66  0.24  -0.29  -0.21
C  -2.46  0.42  -1.31  -0.09
C  -1.84  0.28  -2.58  -0.27
C  -2.52  0.41  -3.79  -0.01
C  -1.84  0.23  -4.96  -0.04
C  -0.48  -0.10  -4.90  -0.02
C  0.14  -0.21  -3.68  -0.10
N  -0.52  -0.01  -2.51  -0.02
H  -1.32  1.97  3.57  0.09
H  -2.87  1.28  3.20  0.11
H  -3.48  0.74  -1.15  0.14
H  -3.57  0.66  -3.78  0.12
H  -2.33  0.33  -5.92  0.12
H  0.10  -0.25  -5.80  0.12
H  1.18  -0.43  -3.59  0.08
S  2.44  -0.21  0.97  0.68
C  1.39  -1.26  1.81  -1.06
N  0.19  -1.31  1.31  -0.18
C  -0.63  -2.22  1.98  -0.27
C  -1.97  -2.51  1.74  -0.02
C  -2.61  -3.42  2.55  -0.07
C  -1.94  -4.05  3.61  -0.08
C  -0.61  -3.77  3.86  -0.09
C  0.03  -2.85  3.04  -0.45
S  1.69  -2.31  3.15  1.09
H  -2.51  -2.00  0.95  0.09
H  -3.66  -3.64  2.38  0.11
H  -2.47  -4.75  4.24  0.11
H  -0.09  -4.24  4.68  0.12
C  -2.07  -6.43  -1.82  0.02
N  -2.17  -5.05  -1.35  -0.06
N  -1.00  -4.38  -1.06  0.07
C  -1.18  -3.03  -1.28  -0.35
O  -0.27  -2.23  -0.98  -0.14
C  -2.49  -2.90  -1.82  0.08
C  -3.04  -4.15  -1.87  -0.24
C  -4.35  -4.57  -2.43  0.00
C  -0.03  -4.93  -0.17  -0.19
C  -0.44  -5.69  0.91  -0.03
C  0.53  -6.20  1.78  -0.07
C  1.87  -5.92  1.57  -0.07
C  2.26  -5.14  0.49  -0.06
C  1.31  -4.66  -0.40  -0.01
H  -1.43  -6.99  -1.15  0.09
H  -1.66  -6.47  -2.84  0.11
H  -3.06  -6.87  -1.80  0.10
H  -2.97  -1.98  -2.11  0.10
H  -4.95  -3.70  -2.66  0.09
H  -4.89  -5.20  -1.73  0.10
H  -4.21  -5.14  -3.36  0.10
H  -1.49  -5.87  1.10  0.12
H  0.22  -6.80  2.63  0.11
H  2.61  -6.31  2.26  0.11
H  3.30  -4.92  0.32  0.11
H  1.59  -4.07  -1.26  0.09
O  1.88  -1.12  -1.81  -0.71
S  3.22  -1.83  -1.51  0.98
C  4.50  -0.54  -1.48  -0.32
C  5.29  -0.62  -2.79  -0.20
C  4.33  -1.16  -3.84  -0.21
C  3.66  -2.36  -3.18  -0.30
H  5.08  -0.68  -0.57  0.09
H  3.96  0.40  -1.40  0.04
H  6.14  -1.30  -2.68  0.12
H  5.67  0.36  -3.04  0.13
H  4.84  -1.46  -4.75  0.12
H  3.58  -0.40  -4.10  0.10
H  4.34  -3.21  -3.07  0.10
H  2.74  -2.71  -3.64  0.10
C  1.23  3.76  -2.23  -0.12
S  2.22  2.30  -2.18  0.44
O  3.47  2.61  -1.55  -0.29
O  1.42  1.38  -1.28  -0.63
O  2.27  1.74  -3.51  -0.30
H  1.20  4.18  -1.23  0.07
H  0.24  3.49  -2.58  0.07
H  1.70  4.45  -2.93  0.08

---

The following is a quantum chemistry calculation of a cluster of 2 separate species, C30H35BF6O2S in total at a distorted geometry, from the OMol25 dataset.

Calculated values
- SMILES: Cc1cc(C)c([C@@H](C)B2OC(C)(C)C(C)(C)O2)c(C)c1.Cc1ccc(-c2cc(C(F)(F)F)cc(C(F)(F)F)c2)s1
- HOMO-LUMO gap: 7.540 eV
- ΔE to the lowest compared entry with this formula, charge and spin: 18.0 kJ/mol
- HOMO energy: -7.79 eV
- Total charge: 0
- E: -2337.02167 Ha

Each line ends with the Löwdin charge.
Positions of all 75 atoms, in Å:
C  3.52  2.82  -3.66  -0.06
C  2.44  2.14  -2.87  -0.27
C  2.14  2.49  -1.55  0.00
C  1.23  1.75  -0.81  -0.20
C  0.95  2.16  0.60  -0.03
C  0.63  0.59  -1.35  -0.12
C  -0.11  -0.42  -0.47  -0.15
C  -1.47  -0.84  -0.93  -0.06
B  1.14  -1.54  -0.70  -0.60
O  2.25  -1.27  0.07  0.14
C  2.61  -2.56  0.60  -0.45
C  4.11  -2.51  0.81  -0.01
C  1.94  -2.73  1.97  -0.01
C  2.05  -3.57  -0.50  -0.43
C  3.07  -3.87  -1.59  -0.01
C  1.45  -4.86  0.02  -0.01
O  0.96  -2.82  -1.12  0.14
C  0.82  0.32  -2.73  -0.20
C  0.13  -0.78  -3.48  -0.04
C  1.71  1.11  -3.47  -0.01
H  4.30  2.11  -3.96  0.08
H  3.11  3.26  -4.59  0.08
H  3.98  3.62  -3.07  0.07
H  2.65  3.35  -1.10  0.12
H  1.18  3.23  0.73  0.08
H  -0.11  2.02  0.83  0.05
H  1.54  1.58  1.33  0.10
H  -0.10  -0.14  0.59  0.09
H  -2.14  -0.91  -0.06  0.05
H  -1.92  -0.11  -1.62  0.09
H  -1.46  -1.83  -1.42  0.09
H  4.46  -3.42  1.31  0.10
H  4.65  -2.38  -0.13  0.09
H  4.33  -1.65  1.46  0.10
H  2.30  -3.65  2.45  0.10
H  2.21  -1.88  2.62  0.10
H  0.84  -2.77  1.91  0.09
H  3.87  -4.51  -1.21  0.09
H  2.57  -4.40  -2.42  0.10
H  3.51  -2.94  -2.00  0.10
H  2.24  -5.49  0.45  0.10
H  0.69  -4.68  0.78  0.09
H  0.99  -5.41  -0.81  0.10
H  0.54  -0.84  -4.49  0.08
H  0.26  -1.76  -3.01  0.07
H  -0.94  -0.58  -3.58  0.09
H  1.87  0.88  -4.52  0.12
C  -1.36  -2.29  4.73  -0.11
C  -1.93  -1.51  3.60  -0.58
C  -3.07  -1.81  2.86  -0.11
C  -3.48  -0.74  2.01  -0.11
C  -2.60  0.34  2.03  -0.48
C  -2.76  1.62  1.37  -0.20
C  -2.06  2.75  1.81  0.00
C  -2.21  3.97  1.17  -0.10
C  -1.37  5.14  1.60  -0.51
F  -2.12  6.19  2.05  0.12
F  -0.49  4.82  2.60  0.11
F  -0.61  5.62  0.55  0.12
C  -3.12  4.13  0.13  0.07
C  -3.85  3.02  -0.29  -0.09
C  -4.87  3.18  -1.39  -0.51
F  -4.27  3.44  -2.59  0.12
F  -5.63  2.06  -1.55  0.11
F  -5.74  4.22  -1.14  0.12
C  -3.65  1.76  0.27  0.06
S  -1.30  0.04  3.17  1.10
H  -1.78  -3.30  4.73  0.09
H  -0.27  -2.34  4.67  0.07
H  -1.63  -1.81  5.68  0.09
H  -3.59  -2.76  2.96  0.11
H  -4.38  -0.74  1.40  0.12
H  -1.42  2.68  2.68  0.11
H  -3.25  5.10  -0.35  0.15
H  -4.20  0.90  -0.10  0.13